C55H113B4BaF16N6O7 as an isolated structure at a distorted geometry, computed with ωB97M-V/def2-TZVPD.

XYZ file:
```
202
Properties=species:S:1:pos:R:3:forces:R:3:lowdin_charge:R:1
Ba 5.2166 15.2231 -3.2119 0.674 -0.670 -0.886 2.332
O 8.3688 13.9292 -6.1726 0.010 -0.899 -1.678 0.102
C 7.5154 14.4723 -5.3040 0.606 2.014 2.485 -0.879
O 6.3672 14.7475 -5.6325 -1.729 -0.773 -1.961 -0.123
O 7.9366 14.8146 -4.1680 1.103 -0.649 0.883 -0.129
H 9.2773 13.8944 -5.8644 -0.111 0.230 0.572 0.117
C 1.6195 8.9085 -10.2347 0.772 -0.305 0.090 -0.095
C 1.9438 9.0745 -8.7536 -0.964 1.168 0.743 -0.245
C 3.2342 9.8382 -8.3281 -0.057 -0.546 -0.769 -0.175
C 3.2925 11.3694 -8.5306 1.091 -0.452 -0.198 -0.070
N 4.6403 11.9855 -7.9942 -1.057 1.882 0.448 -0.177
C 5.9448 11.5146 -8.6517 0.677 -0.346 1.500 -0.069
C 6.8450 11.1281 -7.4624 -0.557 -1.458 0.070 -0.133
C 5.8391 10.6249 -6.4141 0.288 0.675 0.894 -0.139
C 4.7404 11.6564 -6.4803 0.526 0.319 -0.382 -0.106
C 4.5346 13.5619 -8.1264 -0.111 -1.082 -0.875 0.025
H 0.5693 8.6818 -10.4186 0.018 0.220 0.170 0.079
H 2.1755 8.0742 -10.6626 0.170 0.074 -0.113 0.075
H 1.9063 9.8167 -10.7648 -0.197 -0.010 -0.227 0.066
H 1.8922 8.1515 -8.1761 0.346 -0.248 -0.361 0.111
H 1.1060 9.6233 -8.3234 -0.169 0.271 0.155 0.102
H 4.0156 9.4071 -8.9540 0.383 -0.076 0.188 0.107
H 3.4065 9.5218 -7.2993 0.147 0.409 0.004 0.102
H 2.4765 11.9032 -8.0432 0.201 0.034 0.161 0.136
H 3.2898 11.6016 -9.5955 -0.127 0.040 -0.011 0.126
H 6.5021 12.2965 -9.1676 -0.935 0.030 -0.603 0.132
H 5.8016 10.5791 -9.1925 -0.405 0.561 -0.449 0.124
H 7.4959 11.9144 -7.0801 -0.373 0.160 -0.079 0.096
H 7.4659 10.2809 -7.7536 0.262 0.172 -0.165 0.119
H 6.3020 10.6796 -5.4288 -0.145 -0.141 0.140 0.111
H 5.4315 9.6205 -6.5287 0.386 -0.037 -0.428 0.115
H 5.0587 12.5816 -6.0001 -0.038 -0.130 -0.020 0.100
H 3.7734 11.3642 -6.0711 0.096 0.068 -0.257 0.135
H 5.4423 14.1285 -7.9189 0.348 -0.852 0.609 0.080
H 3.7477 13.9679 -7.4907 -0.053 -0.486 -0.022 0.086
H 4.3491 13.7497 -9.1839 -0.441 -0.081 0.000 0.095
C 0.2876 14.7669 2.5590 0.695 -0.517 -1.460 -0.088
C 1.7724 14.7344 2.0950 -0.063 0.069 0.460 -0.229
C 2.5343 13.4952 2.6863 -0.246 1.671 -0.853 -0.158
C 3.9871 13.3940 2.1875 -0.369 -0.122 0.469 -0.106
N 4.7375 12.3123 2.9482 0.490 -0.789 0.250 -0.244
C 4.7807 12.7009 4.4953 1.338 -1.703 -1.242 -0.013
C 6.0566 11.9476 5.0479 -1.315 -0.014 -0.055 -0.135
C 6.9551 11.7553 3.8431 0.759 0.261 -1.629 -0.147
C 6.1949 12.2501 2.5502 0.127 1.415 0.953 -0.094
C 4.1864 10.9170 2.6034 -0.867 0.874 0.554 0.053
H -0.2065 13.8253 2.3195 0.065 -0.371 0.804 0.077
H -0.3016 15.4207 1.9160 0.214 0.648 0.401 0.044
H 0.2854 15.0835 3.6020 -0.575 -0.314 -0.101 0.083
H 2.1407 15.6677 2.5207 0.739 -0.064 -0.064 0.108
H 1.9442 14.8218 1.0222 -0.344 -0.220 -0.107 0.091
H 1.9586 12.6230 2.3766 0.080 -0.146 0.373 0.116
H 2.4819 13.7081 3.7540 0.087 -0.700 0.126 0.107
H 4.5732 14.2998 2.3428 -0.225 0.161 0.137 0.121
H 4.0448 13.1899 1.1183 -0.030 -0.291 -0.064 0.140
H 3.7930 12.4324 4.8701 0.416 0.241 0.376 0.126
H 5.0618 13.7526 4.5516 -0.775 0.096 -0.310 0.136
H 5.8336 11.0148 5.5660 -0.199 0.048 -0.155 0.118
H 6.5886 12.5847 5.7544 -0.395 -0.007 0.125 0.116
H 7.3910 10.7692 3.6831 -0.524 -0.272 0.254 0.110
H 7.8366 12.3670 4.0354 0.032 0.220 -0.515 0.104
H 6.3372 11.7810 1.5766 -0.225 -0.726 0.384 0.116
H 6.4207 13.2890 2.3098 0.368 0.203 0.343 0.122
H 4.1318 10.8497 1.5169 0.357 0.035 0.015 0.114
H 3.1586 10.8423 2.9585 0.135 0.010 0.203 0.099
H 4.7738 10.1071 3.0359 0.188 0.351 0.009 0.113
C 4.6618 17.8107 -10.1101 -0.016 -0.848 -0.040 0.029
C 4.5438 18.0969 -8.5708 1.107 3.257 -0.174 -0.420
C 4.7403 19.6559 -8.4043 -0.422 0.166 -0.604 -0.127
C 3.4949 20.3879 -8.7068 -1.585 1.330 0.158 -0.205
C 2.4059 19.9546 -7.7727 -0.035 0.445 1.042 -0.156
C 1.9309 18.5176 -7.9235 -0.281 0.453 -0.026 -0.368
N 3.2064 17.6596 -8.0870 -1.377 -8.623 -1.604 0.178
O 3.0562 16.2657 -8.1572 0.636 9.231 0.894 0.149
C 1.1765 18.4321 -9.3037 0.106 -1.799 -0.064 0.016
C 1.1095 18.0789 -6.6619 0.110 0.053 -0.654 0.013
C 5.6346 17.4890 -7.7360 0.029 -1.757 0.233 0.004
H 5.3105 18.4945 -10.6576 -0.016 0.443 0.648 0.102
H 3.7086 17.8406 -10.6379 -0.027 -0.194 0.200 0.082
H 5.1519 16.8491 -10.2626 -0.423 -0.305 0.121 0.092
H 5.4416 20.1056 -9.1072 0.656 -0.982 -0.018 0.133
H 5.0622 19.9871 -7.4170 0.021 -0.634 0.225 0.134
H 3.0975 20.3987 -9.7217 0.516 -0.457 -0.334 0.122
H 3.6187 21.4505 -8.4981 0.308 0.103 -0.028 0.134
H 1.5918 20.6734 -7.8664 -0.501 -0.491 -0.037 0.144
H 2.7721 20.0790 -6.7536 0.085 -0.026 0.189 0.119
H 1.0162 17.3946 -9.5971 -0.061 -0.305 0.376 0.090
H 1.7299 18.7988 -10.1682 0.036 0.636 0.427 0.077
H 0.1674 18.8416 -9.2556 0.319 0.469 0.320 0.107
H 0.0988 18.4822 -6.7242 -0.083 -0.026 -0.570 0.098
H 1.4952 18.5567 -5.7613 0.607 -0.347 -0.130 0.059
H 1.0324 16.9984 -6.5406 0.192 0.028 0.000 0.087
H 6.5965 17.8569 -8.0930 -0.090 -0.171 -0.153 0.121
H 5.5271 16.4096 -7.8439 0.656 -0.116 0.038 0.070
H 5.5713 17.6749 -6.6639 -0.303 0.367 -0.112 0.087
C 9.8940 17.1019 -1.9064 -0.335 1.637 -0.074 0.014
C 9.6638 18.4666 -1.0945 0.644 -0.625 -1.778 -0.346
C 9.0546 18.1230 0.2857 0.865 -0.308 -0.406 -0.142
C 9.0597 19.2414 1.2629 0.034 1.291 -0.772 -0.165
C 10.5152 19.7522 1.4809 -1.672 -0.929 0.153 -0.108
C 11.2676 20.2100 0.2091 -0.760 -0.767 0.916 -0.437
N 10.9932 19.1751 -0.9230 5.371 -1.178 -5.120 0.124
O 11.9776 18.9426 -1.8707 -6.353 1.660 6.449 0.154
C 12.7467 20.2996 0.5429 -0.505 -0.595 -0.719 -0.008
C 10.7217 21.5623 -0.2660 -0.037 0.379 -1.142 0.010
C 8.8237 19.5025 -2.0084 -0.867 -0.084 0.676 0.038
H 10.1675 17.3142 -2.9399 0.258 0.072 0.131 0.092
H 8.9303 16.6018 -2.0024 -0.060 0.009 0.384 0.078
H 10.6438 16.4576 -1.4474 -0.105 0.168 0.111 0.068
H 9.6934 17.3944 0.7848 -0.205 -0.973 -0.653 0.123
H 8.0514 17.7801 0.0327 0.037 -0.402 0.348 0.128
H 8.6240 18.9433 2.2165 -0.058 0.096 -0.121 0.132
H 8.3912 19.9171 0.7293 0.045 1.084 0.906 0.112
H 11.0073 18.9253 1.9928 0.488 -0.175 -0.318 0.124
H 10.5001 20.5216 2.2529 0.204 0.460 -0.457 0.135
H 13.1641 19.3561 0.8947 -0.209 -0.149 -0.087 0.100
H 12.7502 20.9676 1.4042 0.621 0.458 -0.456 0.114
H 13.2598 20.5669 -0.3809 0.464 0.616 0.571 0.095
H 9.7304 21.5962 -0.7181 -0.008 -0.583 0.193 0.076
H 11.3875 21.9075 -1.0569 0.111 0.333 0.139 0.104
H 10.6559 22.2949 0.5384 0.504 -0.266 0.189 0.115
H 8.2981 20.2372 -1.3984 0.249 -0.031 0.291 0.073
H 7.9962 19.0213 -2.5299 0.109 -0.843 0.178 0.088
H 9.2970 20.0739 -2.8069 0.882 -0.369 0.301 0.104
C 10.9983 10.2654 -3.0078 -0.396 0.481 0.132 -0.015
C 9.9870 10.9366 -2.0200 -0.180 -0.974 -0.649 -0.385
C 9.7879 10.0671 -0.7369 -1.247 1.146 1.666 -0.065
C 9.0246 10.7711 0.5008 0.671 -0.848 -0.702 -0.147
C 9.8355 11.9722 0.9530 1.066 -1.447 -1.602 -0.126
C 10.0322 12.9489 -0.2356 0.382 3.268 -0.040 -0.350
N 10.5342 12.2909 -1.5282 7.196 0.661 -1.494 0.141
O 11.7751 12.7236 -2.0301 -8.497 -2.839 3.019 0.142
C 11.1796 13.9675 0.2240 -1.603 0.127 -0.032 -0.015
C 8.6580 13.6594 -0.6580 0.542 0.001 0.848 0.030
C 8.5874 11.0560 -2.7268 0.206 2.080 0.123 0.011
H 12.0020 10.1374 -2.6025 -0.100 0.178 0.145 0.092
H 11.0631 10.7931 -3.9593 0.066 0.410 0.200 0.092
H 10.6408 9.2836 -3.3182 -0.306 -0.062 0.507 0.101
H 10.7331 9.6859 -0.3503 0.015 -0.117 -0.222 0.127
H 9.0966 9.2742 -1.0225 0.489 -0.243 -0.296 0.135
H 9.0088 10.0299 1.2998 0.171 -0.137 0.034 0.118
H 7.9676 10.9313 0.2884 0.099 0.359 -0.354 0.088
H 10.8419 11.5752 1.0861 0.246 -0.201 0.210 0.119
H 9.6584 12.4019 1.9390 -0.719 0.634 -0.483 0.132
H 11.5540 14.6636 -0.5266 0.181 -0.654 -0.289 0.063
H 11.9630 13.4545 0.7820 0.160 -0.047 -0.477 0.093
H 10.7227 14.6608 0.9302 -0.347 -0.260 0.294 0.081
H 7.8071 12.9950 -0.5075 0.132 -0.322 -0.989 0.070
H 8.7134 14.2088 -1.5978 -0.167 -0.677 -0.401 0.079
H 8.3442 14.4429 0.0318 0.815 0.171 0.592 0.092
H 7.7322 11.3383 -2.1128 0.204 -0.403 0.618 0.065
H 8.2728 10.2026 -3.3275 0.682 -0.120 0.142 0.111
H 8.6712 11.9577 -3.3334 -0.100 -0.186 -0.724 0.085
C 0.2393 16.1031 -1.0593 -0.883 0.962 -0.781 0.011
C -0.0085 17.5056 -1.8376 -0.292 -1.653 1.013 -0.337
C -1.3355 18.1156 -1.3398 -0.218 0.534 0.113 -0.142
C -1.5580 19.5442 -1.8368 1.208 0.088 -0.639 -0.149
C -0.3644 20.4388 -1.3270 -1.442 -1.661 0.444 -0.113
C 1.0614 20.0493 -1.8097 -1.469 1.503 1.526 -0.393
N 1.1472 18.5253 -1.5182 7.207 -2.399 2.574 0.172
O 2.3495 18.0537 -0.9526 -8.517 3.115 -3.801 0.167
C 2.1388 20.8920 -0.9397 -0.102 -2.421 -1.268 0.018
C 1.1913 20.3408 -3.3146 1.816 -1.346 0.579 0.014
C -0.0432 17.1091 -3.3498 1.467 -0.155 0.017 0.004
H -0.2001 16.1225 -0.0620 0.951 0.570 0.384 0.060
H 1.2241 15.6535 -1.1859 0.082 0.471 0.309 0.076
H -0.4486 15.3653 -1.4722 -0.020 0.209 -0.770 0.098
H -1.4614 18.1091 -0.2571 0.715 0.066 0.286 0.123
H -2.1299 17.4201 -1.6107 0.058 0.017 -0.627 0.137
H -2.5173 19.9303 -1.4921 0.166 0.093 0.099 0.125
H -1.5732 19.5564 -2.9266 -0.202 -0.001 -0.137 0.103
H -0.4283 20.1954 -0.2665 0.341 0.857 0.406 0.117
H -0.5614 21.4910 -1.5325 0.305 -0.052 0.142 0.135
H 3.0815 20.4790 -1.2988 0.360 0.340 0.136 0.068
H 2.0802 20.6361 0.1182 -0.305 0.112 -0.064 0.088
H 2.1503 21.9713 -1.0916 -0.577 -0.225 -0.257 0.100
H 2.2132 19.9761 -3.4188 0.311 0.195 -1.084 0.079
H 1.2050 21.4100 -3.5258 -0.365 -0.131 0.240 0.115
H 0.5636 19.7472 -3.9793 -0.228 0.348 0.284 0.066
H -0.6899 16.2448 -3.5003 0.000 0.047 0.495 0.110
H 0.9798 16.7634 -3.4982 0.017 -0.324 -0.486 0.081
H -0.2633 17.7603 -4.1957 -0.185 0.775 0.708 0.067
B 4.6937 11.8836 -2.4045 -0.838 -1.750 1.691 -1.544
F 3.9322 12.8774 -1.9016 -1.840 2.068 0.171 0.136
F 3.9732 10.7942 -2.7931 -1.006 -0.570 -1.704 0.172
F 5.5784 12.3921 -3.2790 1.708 1.030 -2.631 0.119
F 5.4059 11.3989 -1.3412 2.349 -0.816 2.578 0.123
B 4.7767 18.4301 -3.8041 1.012 0.808 -0.939 -1.491
F 6.0847 17.9754 -4.0211 0.756 -0.962 -0.470 0.080
F 4.8926 19.6567 -3.2608 -0.221 2.058 1.148 0.182
F 4.0702 18.5282 -4.9852 -0.587 -0.090 -1.214 0.142
F 4.1630 17.5667 -2.9590 -1.362 -1.060 1.289 0.045
B 2.6885 14.6081 -4.6379 -0.740 2.041 0.450 -1.526
F 3.2350 13.4040 -4.8249 1.577 -1.159 -0.167 0.204
F 2.5430 14.9232 -3.2798 0.173 -0.165 1.291 0.036
F 3.3984 15.7542 -5.1415 1.330 -0.325 -0.486 -0.006
F 1.5092 14.6946 -5.2189 -3.266 -0.173 -1.617 0.217
B 5.4012 15.7958 -0.3653 0.294 -1.374 2.045 -1.617
F 5.6862 14.4534 -0.7254 1.196 -0.637 0.508 0.007
F 6.1701 16.6435 -1.0344 2.868 2.021 -2.266 0.140
F 4.1563 15.9700 -0.7679 -3.730 0.544 -0.401 0.152
F 5.6092 16.0438 0.9629 0.016 -0.426 1.640 0.166
```
Positions in Å, forces in eV/Å.

HOMO energy: -13.9 eV
E_tot: -129011.137 eV
net charge: +3